No. 1
Density functional theory data (the ωB97M-V functional and the def2-TZVPD basis) for a 2-piece molecular cluster, C3H10N2 overall in a non-equilibrium geometry.

Geometry as XYZ:
```
15
Properties=species:S:1:pos:R:3:nbo_charge:R:1
C 0.721 -1.737 -1.630 -0.379
C 1.491 -2.838 -1.712 -0.397
H -0.286 -1.721 -1.207 0.183
H 1.088 -0.768 -1.956 0.190
H 1.557 -3.524 -0.887 0.210
H 2.296 -2.729 -2.429 0.192
N -1.989 1.534 0.961 -0.838
C -0.725 2.032 1.482 -0.064
N 0.474 1.270 1.087 -0.828
H -1.964 1.373 -0.043 0.344
H -2.195 0.614 1.330 0.351
H -0.414 3.036 1.196 0.188
H -0.848 1.965 2.569 0.179
H 0.379 0.253 1.176 0.341
H 0.414 1.239 0.063 0.329
```

Calculated values
Gap between HOMO and LUMO, eV: 10.04
HOMO, eV: -9.17
SMILES string: C=C.NCN
Spin multiplicity: 1
E_tot, Ha: -229.7308
M, g/mol: 74.1
LUMO energy, eV: 0.87
ΔE to the lowest compared entry with this formula, charge and spin, kcal/mol: 49.2

No. 2
Density functional theory data (the ωB97M-V functional and the def2-TZVPD basis) for the molecule C3H10N2 in a non-equilibrium geometry.

Geometry as XYZ:
```
15
Properties=species:S:1:pos:R:3:nbo_charge:R:1
N -0.461 1.121 1.199 -0.822
C 0.333 0.069 0.451 -0.039
C 0.593 -1.296 1.143 -0.626
C -0.563 -0.241 -0.870 -0.213
N 0.119 0.327 -2.032 -0.837
H -1.081 0.613 1.825 0.346
H 0.229 1.550 1.809 0.345
H 1.235 0.451 0.214 0.169
H 1.229 -1.848 0.480 0.220
H 0.941 -1.108 2.163 0.206
H -0.406 -1.742 1.201 0.200
H -1.661 0.175 -0.769 0.183
H -0.593 -1.304 -1.052 0.172
H 0.778 1.067 -1.763 0.345
H -0.460 0.814 -2.618 0.350
```

Calculated values
Gap between HOMO and LUMO, eV: 10.18
HOMO, eV: -9.02
SMILES string: C[C@H](N)CN
Spin multiplicity: 1
E_tot, Ha: -229.7705
M, g/mol: 74.1
LUMO energy, eV: 1.16
ΔE to the lowest compared entry with this formula, charge and spin, kcal/mol: 24.3